Entry from the OMol25 dataset: C29H27AuF4GeN2 as an isolated structure (ωB97M-V/def2-TZVPD).

Each line ends with the Mulliken charge.
Geometry (Å):
Au (-1.072, 0.288, 1.262)  0.4012
C (-4.596, -1.221, -0.925)  -1.1477
N (-3.672, -1.360, 0.169)  0.7582
C (-3.376, -2.736, 0.471)  -1.2061
C (-4.080, -0.636, 1.355)  -1.5846
C (-4.139, 0.877, 1.213)  -0.5851
N (-2.891, 1.468, 0.765)  -0.3178
C (-2.842, 2.797, 0.645)  0.4801
C (-1.712, 3.412, 0.004)  0.0122
F (-0.782, 2.629, -0.561)  -0.2409
C (-1.551, 4.765, -0.115)  0.0081
F (-0.437, 5.230, -0.730)  -0.3215
C (-2.490, 5.686, 0.334)  -0.7042
C (-3.621, 5.133, 0.887)  0.1022
F (-4.608, 5.960, 1.330)  -0.3589
C (-3.814, 3.775, 1.028)  0.5568
F (-5.014, 3.413, 1.575)  -0.3608
H (-5.582, -1.690, -0.715)  0.3470
H (-4.179, -1.690, -1.819)  0.3010
H (-4.757, -0.167, -1.147)  0.2690
H (-4.259, -3.279, 0.867)  0.3789
H (-2.564, -2.779, 1.200)  0.3734
H (-3.038, -3.249, -0.432)  0.1753
H (-3.386, -0.888, 2.159)  0.4687
H (-5.097, -0.964, 1.665)  0.4653
H (-4.442, 1.254, 2.195)  0.3380
H (-4.965, 1.122, 0.529)  0.4164
H (-2.345, 6.752, 0.246)  0.4456
C (0.489, -0.902, 1.797)  -1.0634
Ge (1.747, -0.765, 0.399)  1.4372
C (1.324, -2.051, -1.069)  -0.5122
C (2.286, -2.537, -1.957)  0.1740
C (1.971, -3.484, -2.928)  -0.6622
C (0.671, -3.964, -3.031)  -0.4399
C (-0.303, -3.492, -2.156)  -0.3006
C (0.025, -2.552, -1.184)  0.0317
C (3.504, -1.466, 1.108)  -0.1832
C (3.459, -2.649, 1.861)  -0.4862
C (4.560, -3.097, 2.582)  -0.5117
C (5.742, -2.362, 2.585)  -0.3184
C (5.812, -1.187, 1.850)  -0.5510
C (4.705, -0.752, 1.123)  -0.0756
C (2.359, 0.837, -0.658)  -0.2777
C (2.706, 1.997, 0.044)  -0.2972
C (2.948, 3.201, -0.603)  -0.7124
C (2.829, 3.282, -1.986)  -0.3729
C (2.474, 2.149, -2.704)  -0.5919
C (2.239, 0.946, -2.044)  -0.1903
H (0.980, -0.482, 2.692)  0.3545
H (3.307, -2.168, -1.886)  0.3564
H (2.739, -3.853, -3.601)  0.3437
H (0.420, -4.703, -3.784)  0.3352
H (-1.318, -3.865, -2.232)  0.2758
H (-0.724, -2.188, -0.485)  -0.3491
H (2.525, -3.201, 1.894)  0.2452
H (4.494, -4.013, 3.160)  0.3482
H (6.597, -2.700, 3.162)  0.3221
H (6.728, -0.604, 1.849)  0.3535
H (4.779, 0.167, 0.549)  0.2337
H (2.754, 1.958, 1.129)  0.3559
H (3.191, 4.089, -0.030)  0.3353
H (2.988, 4.226, -2.495)  0.3365
H (2.357, 2.208, -3.782)  0.3265
H (1.945, 0.076, -2.623)  0.2609

Values from the calculation:
- gap between HOMO and LUMO (eV) = 4.78
- net charge = -2
- strongest force on any atom (Eh/bohr) = 0.01166

---

Entry from the OMol25 dataset: C29H27GaN5O2SeSi as an isolated structure (ωB97M-V/def2-TZVPD).

Each line ends with the Mulliken charge.
Geometry (Å):
Ga (0.741, -1.240, 0.645)  -1.4830
O (-2.223, -3.964, 1.855)  -0.7888
C (-1.205, -3.336, 1.491)  0.3015
N (-0.684, -2.114, 1.898)  0.1679
C (-0.845, -1.525, 3.131)  0.9688
C (-1.732, -1.970, 4.132)  -1.0382
C (-1.946, -1.150, 5.248)  -0.4592
C (-1.235, 0.094, 5.388)  -0.9114
C (-0.112, 0.331, 4.564)  -0.5200
C (0.001, -0.367, 3.361)  0.1144
N (1.055, -0.378, 2.406)  0.3284
C (2.293, 0.172, 2.545)  0.9739
O (2.672, 0.904, 3.453)  -0.7706
C (3.166, -0.136, 1.361)  0.2812
C (4.338, 0.657, 1.258)  -0.8808
C (5.233, 0.361, 0.275)  -0.4040
C (4.793, -0.427, -0.811)  -0.9257
C (3.542, -0.951, -0.760)  0.2697
N (2.756, -0.918, 0.391)  0.2153
C (-0.341, -3.835, 0.326)  0.6525
C (-0.766, -5.064, -0.273)  -0.8373
C (0.010, -5.507, -1.379)  -0.2140
C (1.155, -4.843, -1.794)  -0.8170
C (1.495, -3.638, -1.160)  0.3876
N (0.769, -3.191, -0.110)  0.3535
H (-2.294, -2.852, 3.965)  0.4855
H (-2.681, -1.409, 6.012)  0.3521
H (-1.485, 0.759, 6.167)  0.4795
H (0.552, 1.207, 4.584)  0.3753
H (4.434, 1.415, 2.009)  0.4999
H (6.275, 0.755, 0.327)  0.3769
H (5.365, -0.558, -1.679)  0.4574
H (3.123, -1.411, -1.713)  0.3948
H (-1.726, -5.521, -0.013)  0.4303
H (-0.349, -6.365, -1.956)  0.3774
H (1.884, -5.182, -2.528)  0.4054
H (2.343, -3.020, -1.459)  -0.0169
C (-1.459, 2.905, -3.134)  -0.7403
Si (0.089, 3.462, -3.998)  0.2230
C (0.029, 5.361, -4.258)  -0.9986
C (0.476, 2.431, -5.434)  -0.8844
Se (1.631, 3.220, -2.355)  -0.7405
H (-2.321, 2.978, -3.792)  0.5217
H (-1.716, 3.525, -2.304)  0.1825
H (-1.390, 1.864, -2.795)  -0.0550
H (-0.634, 5.697, -5.084)  0.3472
H (1.100, 5.614, -4.408)  0.2008
H (-0.373, 5.783, -3.358)  0.2599
H (-0.290, 2.460, -6.248)  0.3129
H (0.573, 1.386, -5.095)  0.2654
H (1.546, 2.734, -5.686)  0.2017
C (-0.223, -0.128, -0.776)  -0.0782
C (-1.331, 0.562, -0.048)  -0.0545
C (-2.444, -0.298, 0.346)  -0.2658
C (-3.607, 0.184, 0.925)  -0.9040
C (-3.625, 1.529, 1.198)  0.8811
C (-2.602, 2.437, 0.773)  -0.7202
C (-1.408, 1.918, 0.231)  -0.2647
C (-4.736, 2.113, 1.915)  -0.2142
N (-5.578, 2.514, 2.648)  -0.6051
H (0.530, 0.544, -1.209)  0.2560
H (-0.592, -0.890, -1.500)  0.5199
H (-2.352, -1.354, 0.122)  0.4415
H (-4.416, -0.463, 1.228)  0.5008
H (-2.720, 3.530, 0.916)  0.4228
H (-0.523, 2.599, 0.026)  0.4062

Values from the calculation:
- gap between HOMO and LUMO (eV) = 4.55
- net charge = -1
- strongest force on any atom (Eh/bohr) = 0.07455

---

Entry from the OMol25 dataset: C29H27N5O2PdS2 as an isolated structure (ωB97M-V/def2-TZVPD).

Each line ends with the Mulliken charge.
Geometry (Å):
Pd (-0.480, -2.065, -0.739)  0.2906
C (2.058, -3.826, 1.186)  -0.5664
C (0.753, -3.233, 1.653)  -0.0935
N (0.755, -1.969, 1.833)  -0.3698
N (-0.274, -1.358, 2.488)  -0.5580
C (-0.953, -0.478, 1.877)  0.4496
S (-0.936, -0.093, 0.167)  -0.2204
S (-2.081, 0.529, 2.820)  -0.1710
C (-3.563, -0.496, 2.602)  -0.9210
C (-3.585, -1.751, 3.438)  0.5126
C (-3.216, -1.745, 4.780)  -0.3042
C (-3.280, -2.906, 5.533)  -0.6563
C (-3.708, -4.094, 4.954)  -0.5251
C (-4.070, -4.110, 3.617)  -0.3591
C (-4.007, -2.944, 2.866)  -0.3684
C (-0.392, -4.162, 1.806)  0.1773
C (-0.205, -5.366, 2.489)  -0.6956
C (-1.181, -6.343, 2.535)  -0.9547
C (-2.371, -6.132, 1.840)  -0.3991
C (-2.571, -4.964, 1.136)  -0.7955
C (-1.606, -3.939, 1.113)  2.5820
O (-1.893, -2.851, 0.422)  -1.0818
H (2.532, -4.377, 2.002)  0.4286
H (1.900, -4.535, 0.371)  -0.2460
H (2.733, -3.030, 0.874)  0.3914
H (-4.399, 0.158, 2.857)  0.4852
H (-3.646, -0.744, 1.542)  0.2544
H (-2.851, -0.829, 5.227)  0.3241
H (-2.983, -2.887, 6.574)  0.3929
H (-3.747, -5.003, 5.541)  0.3907
H (-4.383, -5.034, 3.148)  0.4509
H (-4.267, -2.964, 1.814)  0.4095
H (0.731, -5.527, 3.011)  0.4035
H (-1.022, -7.254, 3.096)  0.4465
H (-3.144, -6.891, 1.845)  0.4626
H (-3.483, -4.798, 0.576)  0.4066
C (4.597, -10.227, -2.742)  -1.3680
C (3.537, -9.201, -2.450)  0.7570
C (2.257, -9.314, -2.982)  -0.7372
C (1.286, -8.357, -2.729)  -0.7330
C (1.577, -7.274, -1.914)  -0.1712
N (0.566, -6.310, -1.636)  0.1669
C (0.635, -4.977, -1.859)  -0.2518
O (-0.238, -4.234, -1.409)  -0.5550
N (1.684, -4.516, -2.629)  -0.0283
C (1.951, -3.131, -2.576)  0.3990
C (3.144, -2.599, -2.133)  -0.3059
C (3.197, -1.241, -1.832)  -0.5325
C (2.029, -0.508, -1.879)  -0.2016
N (0.885, -1.006, -2.378)  -0.7107
C (0.880, -2.265, -2.807)  -0.4614
C (2.844, -7.159, -1.352)  0.3385
C (3.814, -8.108, -1.632)  -0.7876
H (4.189, -11.071, -3.294)  0.3417
H (5.039, -10.607, -1.820)  0.3424
H (5.404, -9.794, -3.337)  0.3105
H (2.015, -10.161, -3.613)  0.3164
H (0.298, -8.444, -3.163)  0.4718
H (-0.242, -6.580, -1.092)  0.2774
H (2.446, -5.152, -2.807)  0.4037
H (4.003, -3.238, -1.963)  0.4074
H (4.111, -0.788, -1.475)  0.4014
H (1.976, 0.503, -1.497)  0.3855
H (-0.025, -2.628, -3.278)  0.7021
H (3.060, -6.342, -0.674)  0.4409
H (4.797, -8.009, -1.188)  0.4086

Values from the calculation:
- gap between HOMO and LUMO (eV) = 6.87
- strongest force on any atom (Eh/bohr) = 0.01169